Computed, not measured: a molecular structure, CH14O5S at a distorted geometry, with ωB97M-V with the def2-TZVPD basis set.

Last column: natural (NBO) charge in e.
Geometry (Å):
O1 -2.103 -0.815 1.214  -0.9769
H1 -2.779 -1.243 1.780  0.4733
S1 1.598 0.101 -0.522  0.4579
H2 -0.429 1.111 -2.325  0.4577
H3 -2.671 -0.450 0.308  0.4864
O2 0.343 -1.637 1.199  -0.7745
O3 -2.936 -0.063 -0.860  -1.0336
H4 -0.136 -2.792 -1.363  -0.0155
H5 -3.778 0.338 -1.093  0.4609
O4 -0.040 1.871 1.678  -0.9287
C1 3.283 -0.329 -0.187  -0.8480
H6 3.928 0.526 -0.352  0.2751
H7 -0.223 -3.510 -1.217  0.0148
H8 -0.614 1.934 0.907  0.4878
H9 0.823 -1.337 0.419  0.3906
H10 3.569 -1.314 -0.550  0.2480
H11 0.776 1.479 1.357  0.4511
H12 3.224 -0.463 0.918  0.3018
O5 -0.885 1.485 -1.561  -0.9691
H13 -1.613 0.838 -1.313  0.5160
H14 -0.486 -1.082 1.104  0.5251

Output
Total charge   0

=====

Computed, not measured: 13 unconnected molecules or ions with the total composition H26O13 at a distorted geometry, with ωB97M-V with the def2-TZVPD basis set.

Last column: natural (NBO) charge in e.
Geometry (Å):
H1 0.241 2.114 -2.634  0.4849
H2 -3.036 -0.267 1.612  0.4714
H3 -1.509 1.819 -0.606  0.5117
H4 0.706 3.119 -0.420  0.4951
O1 -0.950 0.681 3.474  -0.9743
H5 1.047 -0.622 -3.065  0.4951
O2 -1.913 0.964 -0.859  -0.9705
H6 1.773 0.048 -1.251  0.5194
O3 -0.360 -1.943 -0.483  -0.9862
O4 1.215 1.900 2.605  -1.0295
H7 -2.115 -1.093 -2.605  0.4763
O5 -0.384 2.764 -2.967  -0.9618
H8 3.127 -1.860 -0.743  0.4810
H9 1.927 -1.503 -4.001  0.4806
O6 2.424 -0.709 2.263  -0.9869
H10 -1.241 2.303 -2.786  0.4702
H11 1.827 -1.348 2.676  0.4860
H12 2.271 -1.495 0.475  0.5095
H13 -0.813 -3.009 2.317  0.4780
O7 2.325 -1.460 -0.488  -0.9781
H14 0.353 1.417 2.886  0.5067
O8 -2.201 -1.931 -3.077  -0.9541
H15 -1.718 1.076 3.020  0.5121
H16 0.549 2.775 1.077  0.5216
H17 1.628 2.022 3.490  0.4844
H18 -1.177 -2.382 -0.735  0.4895
H19 -1.334 -2.021 -3.548  0.4795
H20 0.717 1.059 -0.704  0.4934
H21 -2.644 0.840 0.696  0.5016
H22 2.038 0.158 2.391  0.4984
O9 1.427 -1.489 -3.175  -0.9788
O10 -0.410 -2.105 2.270  -0.9978
H23 -0.946 -0.185 2.969  0.5031
O11 -2.786 0.664 1.703  -0.9959
H24 0.221 -2.009 -1.223  0.5188
H25 -0.314 -2.033 1.294  0.5043
O12 1.111 0.720 -1.532  -1.0469
O13 0.128 2.638 0.198  -1.0040
H26 -1.203 0.379 -0.513  0.4924

Output
Total charge   0

=====

E_tot (computed, a.u.): -820.5995 -993.7547
Energy above the lowest of the compared OMol25 structures with the same formula, charge and spin (computed, kcal per mole): 178.0 11.6